Formula: C5H14S
Source: the OMol25 dataset
Level of theory: ωB97M-V/def2-TZVPD

XYZ file:
```
20
C5H14S (ωB97M-V/def2-TZVPD)
C -1.093 1.746 -1.434
C -1.214 0.736 -2.641
S -0.391 -0.897 -2.255
C -0.415 -0.972 -0.487
H -0.188 2.417 -1.423
H -1.306 1.282 -0.554
H -1.868 2.510 -1.569
H -2.208 0.439 -3.033
H -0.580 1.198 -3.468
H -0.109 -0.262 0.174
H -1.462 -1.254 -0.091
H 0.344 -1.815 -0.290
C 1.153 -0.003 2.443
C 1.324 -1.355 1.717
H 0.135 0.264 2.609
H 1.744 -0.122 3.399
H 1.728 0.986 2.112
H 0.331 -1.943 1.755
H 1.892 -1.123 0.761
H 2.184 -1.833 2.275
```

Summary:
Spin multiplicity: 1
HOMO level, eV: -8.3
Maximum force, eV Å⁻¹: 4.87
DFT total energy, eV: -16244.937
Lowest unoccupied orbital energy, eV: 0.96
Kohn-Sham gap, eV: 9.27
Energy above the lowest of the compared OMol25 structures with the same formula, charge and spin, eV: 2.364

=====

Formula: C5H14S
Source: the OMol25 dataset
Level of theory: ωB97M-V/def2-TZVPD

XYZ file:
```
20
C5H14S (ωB97M-V/def2-TZVPD)
C 0.805 1.911 1.439
C 1.461 3.046 0.672
C 1.373 2.853 -0.851
H 1.399 0.996 1.495
H 0.588 2.212 2.464
H -0.093 1.573 0.936
H 1.031 4.016 0.927
H 2.517 3.123 0.936
H 1.819 3.704 -1.359
H 0.324 2.852 -1.162
H 1.789 1.904 -1.179
C -2.133 -3.776 -0.431
C -0.740 -3.198 -0.564
S -0.545 -1.466 -0.069
H -2.927 -3.150 -0.831
H -2.198 -4.762 -0.890
H -2.383 -3.891 0.628
H -0.419 -3.307 -1.598
H -0.058 -3.722 0.102
H -1.613 -0.918 -0.667
```

Summary:
Spin multiplicity: 1
HOMO level, eV: -9.1
Maximum force, eV Å⁻¹: 0.99
DFT total energy, eV: -16247.111
Lowest unoccupied orbital energy, eV: 1.06
Kohn-Sham gap, eV: 10.11
Energy above the lowest of the compared OMol25 structures with the same formula, charge and spin, eV: 0.191

=====

Formula: C5H14S
Source: the OMol25 dataset
Level of theory: ωB97M-V/def2-TZVPD

XYZ file:
```
20
C5H14S (ωB97M-V/def2-TZVPD)
C -2.098 -0.077 -0.104
C -1.407 -1.210 0.714
C -1.233 -2.341 -0.250
H -1.259 0.276 -0.788
H -3.060 -0.482 -0.572
H -2.282 0.930 0.484
H -0.483 -0.799 1.197
H -2.016 -1.474 1.584
H -0.528 -3.145 0.035
H -1.056 -1.984 -1.371
H -2.265 -2.778 -0.451
C 1.627 0.709 -0.474
C 2.585 1.524 0.395
S 2.193 3.313 0.340
H 0.650 0.816 -0.059
H 1.699 1.062 -1.519
H 1.806 -0.315 -0.354
H 3.505 1.546 -0.226
H 2.721 1.282 1.463
H 0.901 3.146 -0.044
```

Summary:
Spin multiplicity: 1
HOMO level, eV: -9.0
Maximum force, eV Å⁻¹: 3.06
DFT total energy, eV: -16246.108
Lowest unoccupied orbital energy, eV: 0.97
Kohn-Sham gap, eV: 9.94
Energy above the lowest of the compared OMol25 structures with the same formula, charge and spin, eV: 1.193

=====

Formula: C5H14S
Source: the OMol25 dataset
Level of theory: ωB97M-V/def2-TZVPD

XYZ file:
```
20
C5H14S (ωB97M-V/def2-TZVPD)
C 2.020 -1.812 1.306
C 0.678 -2.500 1.131
H 2.866 -2.416 1.013
H 2.009 -0.822 0.862
H 2.147 -1.577 2.365
H -0.008 -2.564 1.977
H 0.848 -3.516 0.786
H -0.059 -2.056 0.438
C -1.155 0.515 -0.617
C 0.078 0.177 -1.385
C -1.442 3.316 -0.460
S -0.668 1.977 0.489
H -2.074 0.803 -1.111
H -1.414 -0.215 0.154
H 0.801 0.895 -1.772
H -0.340 -0.153 -2.359
H -2.502 3.048 -0.441
H -1.394 4.222 0.135
H -0.982 3.405 -1.439
H 0.591 -0.727 -1.069
```

Summary:
Spin multiplicity: 2
HOMO level (alpha / beta), eV: -14.5 / -14.5
Maximum force, eV Å⁻¹: 3.23
DFT total energy, eV: -16237.885
Lowest unoccupied orbital energy (alpha / beta), eV: -3.49 / -8.21
Kohn-Sham gap (alpha / beta), eV: 10.97 / 6.25
Total charge: +1
Energy above the lowest of the compared OMol25 structures with the same formula, charge and spin, eV: 0.684